DFT (ωB97M-V/def2-TZVPD) results for a structure of composition C19H12IN6O2SV.

Positions of all 42 atoms, in Å:
H -0.87725 -0.20258 3.56198
N -1.63670 5.62318 -2.18468
H -3.49837 -3.73420 -1.19598
C -3.27828 -1.16439 4.43919
C 2.26882 2.11874 3.76145
H 2.25222 2.87777 4.53128
C -1.01327 -0.32482 2.49196
N 0.40832 0.14482 -2.02730
H 4.40997 2.03939 3.67568
O -1.44702 -0.96785 -0.19854
C -2.96133 4.28471 0.85495
C 3.48263 1.64984 3.27856
H 4.47238 0.33124 1.89380
C -2.22205 -1.01212 2.05992
H -4.61532 -2.40691 -1.46226
O -2.33163 -0.19140 4.83248
H -5.00290 -2.59586 3.09215
C -3.41961 -2.20420 0.26858
N -4.32664 -2.61174 1.16833
C -2.11629 3.98320 -0.25670
C -3.60197 -2.64982 -1.14477
C 0.86038 0.04184 -3.17098
C 1.10603 0.65920 2.26980
V -0.18816 0.10614 -0.36407
C -1.52662 2.78778 -0.28381
N -0.99510 1.72160 -0.30128
C -1.86900 4.89707 -1.32519
H 0.12119 2.01133 3.61361
C -3.19020 -1.44556 2.96155
C 1.07070 1.63244 3.25543
S 1.41727 -0.08332 -4.57764
N -0.08292 0.08685 1.69946
C -2.39323 -1.39846 0.72078
C 2.32619 0.20876 1.78642
I 2.24472 -1.23465 0.27931
H -2.48006 0.03499 5.75710
C -4.22234 -2.23715 2.42783
H -2.89235 -2.19274 -1.82931
C 3.52534 0.68739 2.27495
H -4.29797 -0.82229 4.63931
N -3.65502 4.50344 1.74436
H -3.13351 -2.10554 4.98121

Forces on atoms 1 to 2 (eV/Å):
0.0 0.0 -0.1
0.0 -0.1 0.0

Values from the calculation:
E_HOMO (spin up / spin down) = -15.11 / -15.11 eV
charge = +2
energy relative to the best compared isomer or geometry (same formula, charge and spin) = 0.0 kcal per mole
2S+1 = 1
Kohn-Sham gap (spin up / spin down) = 0.1977 / 0.1975 Eh
calculated total energy = -77537.5484 eV

Partial charges, Mulliken, in e: 1.050, -0.232, 0.331, -0.654, -0.887, 0.425, -0.335, -0.650, 0.424, -0.399, -0.069, -0.550, 0.416, 0.033, 0.363, -0.511, 0.460, 0.278, -0.485, 0.407, -1.333, 0.630, 0.487, 1.241, 0.359, -0.331, -0.100, 0.597, -0.170, -0.289, -0.175, 0.478, 0.859, 0.296, 0.233, 0.306, -0.777, 0.312, -0.641, 0.445, -0.253, 0.411

DFT (ωB97M-V/def2-TZVPD) results for an isolated molecule of C19H12N6O2.

Positions of all 39 atoms, in Å:
H -3.03374 -1.29230 0.17096
C 0.57248 -1.09912 -0.37271
C 4.00725 -2.01586 -2.86692
C -3.35433 0.88949 0.26790
C 5.15567 -2.43550 -2.19149
H 2.00781 -1.15667 -2.68587
C 2.91925 -1.48940 -2.16931
N -0.62126 1.95652 2.29551
C -5.48004 1.58816 -0.69801
H -6.77246 0.02020 -1.42295
N 3.47169 0.71428 1.00010
H 6.01081 -2.84028 -2.74943
N -2.15909 1.11073 0.92118
C 4.04960 -1.86459 -0.11058
O -2.73091 2.89326 2.38698
H -4.08605 2.95089 0.19399
O 0.38978 -2.19636 -0.87057
C -0.94421 0.43880 0.68708
H 3.97745 -2.10013 -3.95338
C -4.28461 1.92030 -0.06239
H 5.99446 -2.90477 -0.27337
C -0.03391 1.02233 1.55404
H -6.22335 2.37429 -0.91182
C 5.15432 -2.45170 -0.78731
C 1.29416 1.06483 1.66811
H 0.22703 3.41281 3.67544
H -5.12930 -1.82506 -0.88042
C -5.82037 0.25526 -0.96245
H 3.52874 1.51826 1.64812
N -0.65683 -0.47932 -0.16962
N 1.54450 2.12017 2.55181
N 1.89110 -0.69861 -0.09596
C -4.90978 -0.75854 -0.66501
H 4.10277 -1.83994 0.97858
C 2.25423 0.32362 0.81301
C 2.94564 -1.37069 -0.77209
C -1.94761 2.07341 1.94201
C 0.38254 2.61702 2.96333
C -3.69345 -0.44574 -0.04646

Forces on atoms 1 to 2 (eV/Å):
0.0 0.6 0.0
-0.9 -2.7 -0.3

Values from the calculation:
E_HOMO = -8.89 eV
charge = 0
SMILES = [H]/N=c1\c2ncn3c(=O)n(-c4ccccc4)c(nc(=O)n1-c1ccccc1)c23
energy relative to the best compared isomer or geometry (same formula, charge and spin) = 0.0 kcal per mole
2S+1 = 1
Kohn-Sham gap = 0.2824 Eh
calculated total energy = -32932.4857 eV

Partial charges, Mulliken, in e: 0.316, 0.208, -0.686, 0.596, -0.356, 0.320, -0.098, 0.020, -0.560, 0.378, -0.726, 0.341, 0.234, -0.109, -0.566, 0.360, -0.565, 0.703, 0.341, -0.441, 0.367, -0.020, 0.330, -0.741, 1.034, 0.429, 0.327, -0.357, 0.292, -0.516, -0.729, 0.263, -0.683, 0.319, 0.078, 0.101, 0.236, -0.289, -0.152

DFT (ωB97M-V/def2-TZVPD) results for a structure of composition C19H13Br2Cl2NO6STi.

Positions of all 45 atoms, in Å:
C -2.79272 1.37757 -0.44781
C -0.11586 1.94238 2.15212
C -4.17970 1.30278 -0.39597
H 3.47254 3.03985 -2.65779
C -0.34915 2.84798 3.17541
H -1.71088 3.15201 -0.16498
Cl -3.40144 2.94952 2.23448
C -4.80478 0.16162 0.07057
C -1.72059 -1.83488 0.72513
C -4.52383 -2.16999 0.95675
C -3.66625 -3.18510 1.33095
H -1.30376 2.29624 -1.67880
H 5.07624 0.45344 1.17800
C 3.39523 0.89395 -0.05678
H -0.77087 2.55923 4.12113
H 0.32816 -1.17639 -2.44508
C 3.85891 2.47685 -1.81959
C -2.11266 2.58299 -1.00063
H -2.83248 3.21565 -1.51368
C 2.95387 1.63304 -1.16961
H -4.74999 2.16457 -0.69691
Br -1.15712 -4.44117 1.71508
O 0.06635 -2.10539 -2.36701
H 5.84609 3.26246 -1.96050
C -2.30564 -3.00516 1.21757
O 1.28101 2.32544 -2.67357
Cl 0.04129 4.46377 2.96263
S 2.47472 -0.17258 0.93987
H -5.88214 0.11812 0.13829
C 4.74652 1.02528 0.32074
Ti 0.07373 0.30902 0.40300
C 5.62104 1.85110 -0.34496
N -2.04175 0.33917 -0.04613
Br -6.39358 -2.47103 1.12048
H 0.08590 -2.26788 -1.41190
O 0.76907 0.63343 -1.32970
O 0.30944 2.25852 0.95861
C 5.17432 2.59833 -1.43125
O -0.34313 0.67047 2.34379
H -4.04429 -4.12227 1.71268
O -0.41857 -1.60779 0.58022
H 6.65071 1.92166 -0.01461
C -2.63027 -0.81119 0.37775
C -4.03409 -0.94655 0.47145
C 1.58199 1.57093 -1.76745

Forces on atoms 1 to 2 (eV/Å):
1.4 -0.7 0.1
-0.5 2.6 3.4

Values from the calculation:
E_HOMO (spin up / spin down) = -1.00 / -1.00 eV
charge = -2
energy relative to the best compared isomer or geometry (same formula, charge and spin) = 27.5 kcal per mole
2S+1 = 1
Kohn-Sham gap (spin up / spin down) = 0.1777 / 0.1779 Eh
calculated total energy = -232777.4602 eV

Partial charges, Mulliken, in e: 0.796, 0.747, -0.957, 0.425, -0.290, 0.134, -0.805, -0.711, 0.499, 0.145, -0.561, 0.161, 0.387, 0.814, 0.378, 0.323, -0.564, -1.228, 0.491, 0.241, 0.408, -0.220, -0.733, 0.351, -0.107, -0.709, -0.268, -0.447, 0.299, -0.975, 0.415, -0.392, 0.294, -0.278, 0.367, -0.074, -0.731, -0.584, -0.486, 0.391, -0.742, 0.332, 0.448, 0.634, 0.381

DFT (ωB97M-V/def2-TZVPD) results for a structure of composition C19H13Br2MoNO6S.

Positions of all 43 atoms, in Å:
H 2.31546 6.64081 0.19524
C -4.25923 0.78271 -0.53042
O 0.25579 -7.88060 -1.35122
H 2.98681 -9.22168 -1.28352
H -1.48324 6.85658 2.09489
C 1.41850 6.12614 0.51167
H -2.90813 4.94708 2.22506
C 1.69942 -2.60436 -1.31087
H -4.48484 -0.11814 -1.08491
C -0.01246 -1.40028 -0.05793
Mo -1.26038 1.47590 0.90980
C 1.36944 -7.93772 -1.73810
C -0.48238 -0.33289 0.32724
C 0.40386 -5.02182 -0.64908
H 2.18056 -1.66541 -1.54612
O -0.26428 8.87210 1.99002
C 0.52288 -2.60684 -0.51347
H 3.10225 -3.77913 -2.38098
N 0.62382 8.29381 1.40605
H -5.10709 1.44684 -0.42664
H 2.69071 -9.02793 -3.01150
O -2.46226 3.09454 1.63980
C 1.24154 4.77731 0.26624
O 1.59687 8.79828 0.89639
O -0.12321 2.85110 0.40252
Br -2.82638 1.71993 -1.43128
O -0.02653 0.87370 3.73046
C -0.46836 1.09413 2.71826
H -0.08031 -5.94956 -0.40088
H -0.98527 -3.83939 0.43049
C -0.73387 6.25933 1.59006
C 0.07399 4.15908 0.68689
S 2.37733 -6.37213 -2.11058
Br -3.68389 0.25390 1.25592
C -0.92639 4.89034 1.35639
C 1.57496 -5.01835 -1.45944
C 2.20449 -9.13567 -2.04079
C -0.10051 -3.84238 -0.19084
C -2.16143 4.29321 1.76690
C 0.42729 6.84516 1.16840
H 1.99212 4.19900 -0.25347
H 1.57418 -10.02079 -2.02611
C 2.20817 -3.77592 -1.77055

Forces on atoms 1 to 2 (eV/Å):
0.0 0.0 0.0
0.0 0.0 0.0

Values from the calculation:
E_HOMO (spin up / spin down) = -13.97 / -14.34 eV
charge = +2
expectation value of S² = 2.043
energy relative to the best compared isomer or geometry (same formula, charge and spin) = 0.8 kcal per mole
2S+1 = 3
Kohn-Sham gap (spin up / spin down) = 0.2421 / 0.1975 Eh
calculated total energy = -186444.1091 eV

Partial charges, Mulliken, in e: 0.532, -0.417, -0.420, 0.358, 0.536, -0.368, 0.454, -0.780, 0.398, 0.037, 0.674, 0.799, -0.398, -0.381, 0.453, -0.578, 0.950, 0.429, 1.001, 0.404, 0.391, -0.483, -0.822, -0.570, -0.556, 0.038, -0.155, 0.410, 0.514, 0.439, -0.591, 0.729, -0.186, 0.055, 0.406, 0.929, -1.133, -0.758, -0.002, -0.423, 0.472, 0.322, -0.707

DFT (ωB97M-V/def2-TZVPD) results for a structure of composition C19H13BrIN3O2Pd.

Positions of all 40 atoms, in Å:
C -6.18006 -0.40949 2.35175
H -4.64892 -2.18694 -0.70629
I 0.80246 1.59556 -0.61901
H 5.83768 3.61154 -2.98994
H 4.08779 7.39606 -1.96996
H 5.99484 6.09140 -2.89389
O -2.55197 -2.40962 -0.71069
C -4.24433 -1.11758 1.10749
N -2.82058 -1.09378 1.03578
C -4.80497 -0.50330 2.22621
H 1.31355 -5.27888 0.90685
Pd -0.37575 -0.55642 0.12689
C 2.36591 -1.62183 0.27518
C 0.64913 -3.28124 0.47931
C -6.45836 -1.57467 0.28334
C 3.94990 -4.92281 1.02328
H -4.12795 -0.09966 2.96421
H 4.37576 -2.30973 0.58007
H -0.39246 -3.56929 0.45166
C 1.00485 -1.95213 0.23949
C 2.95546 -3.90814 0.77249
C 4.04607 6.31191 -2.01082
Br 1.46968 6.78039 -0.88679
C 2.93275 5.60290 -1.56474
C -5.07787 -1.68344 0.13976
C 3.86867 3.55861 -2.09252
H -7.09896 -1.99865 -0.48118
H -8.09382 -0.82615 1.45734
H 3.83432 2.46572 -2.12963
N -2.04667 -1.76055 0.22345
C 5.10869 5.58098 -2.53090
C 3.32845 -2.58305 0.54460
C 5.01410 4.19215 -2.57575
H -6.59960 0.08390 3.22018
C 2.75838 4.24809 -1.56344
C 1.60566 -4.25007 0.73403
O -2.17944 -0.34658 1.91265
N 4.73871 -5.73970 1.21662
H 2.67759 -0.60748 0.08162
C -7.01870 -0.92805 1.37128

Forces on atoms 1 to 2 (eV/Å):
0.0 0.0 0.0
0.0 0.0 -0.1

Values from the calculation:
E_HOMO = -0.91 eV
charge = -2
2S+1 = 1
Kohn-Sham gap = 0.1892 Eh
calculated total energy = -110097.9508 eV

Partial charges, Mulliken, in e: -0.374, 0.437, -0.164, 0.289, 0.298, 0.319, -0.672, 0.242, 1.064, -0.484, 0.369, -0.387, -0.006, 0.235, -0.458, 0.122, 0.416, 0.397, 0.458, 0.254, 0.477, -0.570, -0.387, 0.026, -0.324, 0.099, 0.331, 0.355, 0.184, -0.330, -0.226, -0.811, -0.578, 0.322, -0.431, -0.832, -0.876, -0.574, 0.226, -0.436